(1)
Here is the molecule C2H4N2S in a non-equilibrium geometry from the OMol25 dataset. Energies are from ωB97M-V with the def2-TZVPD basis set.

Each line ends with the Löwdin charge.
Geometry (Å):
C -0.315 -0.649 0.198  -0.22
C 0.741 0.271 -0.540  -0.73
N -0.992 0.596 0.464  0.03
N -0.153 1.417 -0.196  0.19
S 2.401 -0.354 0.123  0.28
H -0.720 -1.266 -0.600  0.12
H 0.152 -1.151 1.118  0.11
H 0.669 0.169 -1.582  0.05
H -1.782 0.967 1.016  0.17

Atoms 1-3, force components in eV/Å:
2.0 -0.1 0.4
-0.4 -1.8 2.2
2.3 3.2 -2.0

Values from the calculation:
E_LUMO (alpha / beta), hartree: -0.076 / -0.073
Largest force on an atom, Eh/bohr: 0.086
2S+1: 1
Relative energy (zero: lowest compared OMol25 entry of this formula, charge and spin), kcal/mol: 108.2
Total energy, eV: -15949.1893
Orbital gap (alpha / beta), eV: 5.26 / 5.37


(2)
Here is the molecule H6OSi2 in a non-equilibrium geometry from the OMol25 dataset. Energies are from ωB97M-V with the def2-TZVPD basis set.

Each line ends with the Löwdin charge.
Geometry (Å):
Si -1.679 -0.040 -0.020  0.59
O 0.034 -0.387 -0.043  -0.64
Si 1.619 0.013 -0.028  0.46
H -1.809 0.943 1.062  -0.07
H -1.845 0.570 -1.236  -0.11
H -2.586 -1.336 -0.091  -0.04
H 2.117 0.583 -1.263  -0.10
H 2.313 -1.394 0.406  -0.04
H 1.835 1.049 1.212  -0.05

Atoms 1-3, force components in eV/Å:
2.6 -2.2 1.0
-2.2 0.2 -0.1
0.2 -1.1 3.2

Values from the calculation:
E_LUMO, hartree: 0.030
Largest force on an atom, Eh/bohr: 0.068
2S+1: 1
Relative energy (zero: lowest compared OMol25 entry of this formula, charge and spin), kcal/mol: 14.7
Total energy, eV: -17900.2498
Orbital gap, eV: 11.28


(3)
Here is a structure of composition C20H20NO7PV in a non-equilibrium geometry from the OMol25 dataset. Energies are from ωB97M-V with the def2-TZVPD basis set.

Each line ends with the Löwdin charge.
Geometry (Å):
V 0.128 0.428 0.008  1.11
O -0.356 2.620 -3.210  0.17
C -0.140 1.721 -2.461  -0.49
O 0.217 1.880 -1.165  -0.18
C -0.164 0.262 -2.849  -0.15
C -0.292 -0.131 -4.183  0.04
C -0.240 -1.471 -4.456  0.05
C -0.086 -2.404 -3.410  -0.13
C -0.034 -3.802 -3.648  -0.01
C 0.089 -4.671 -2.608  -0.04
C 0.157 -4.184 -1.280  -0.03
C 0.116 -2.847 -1.015  -0.01
C 0.006 -1.931 -2.084  -0.17
N -0.029 -0.583 -1.842  0.08
H -0.415 0.630 -4.940  0.14
H -0.319 -1.833 -5.474  0.13
H -0.104 -4.155 -4.669  0.12
H 0.122 -5.737 -2.787  0.12
H 0.228 -4.888 -0.461  0.12
H 0.126 -2.486 0.005  0.09
O -1.857 -1.717 2.662  0.16
C -1.437 -0.664 2.303  -0.48
O -1.047 -0.507 0.978  -0.21
C -1.180 0.531 3.141  -0.15
C -1.249 0.388 4.523  0.00
C -0.945 1.461 5.346  -0.05
C -0.577 2.681 4.793  -0.05
C -0.522 2.836 3.413  -0.05
C -0.826 1.759 2.597  -0.04
H -1.537 -0.569 4.938  0.13
H -0.996 1.347 6.420  0.11
H -0.344 3.517 5.439  0.11
H -0.263 3.791 2.979  0.12
H -0.856 1.948 1.525  0.10
C 5.362 -0.908 1.024  -0.09
O 4.162 -0.249 1.506  -0.31
P 2.801 -0.432 0.704  0.85
O 2.158 1.120 0.564  -0.43
C 2.881 2.031 -0.320  -0.06
O 1.699 -0.665 1.876  -0.38
C 1.706 -1.861 2.686  -0.06
H 6.196 -0.268 1.291  0.09
H 5.324 -1.044 -0.056  0.08
H 5.460 -1.872 1.517  0.09
H 2.391 2.993 -0.233  0.10
H 2.833 1.684 -1.349  0.09
H 3.909 2.092 0.029  0.09
H 1.326 -1.574 3.661  0.10
H 2.721 -2.241 2.792  0.09
H 1.057 -2.613 2.242  0.09

Atoms 1-3, force components in eV/Å:
0.6 0.0 0.1
0.0 -0.1 -0.3
0.3 0.2 0.9

Values from the calculation:
E_LUMO (alpha / beta), hartree: -0.157 / -0.147
Largest force on an atom, Eh/bohr: 0.023
2S+1: 3
Relative energy (zero: lowest compared OMol25 entry of this formula, charge and spin), kcal/mol: 22.8
Total energy, eV: -71861.0742
Charge: +1
Expectation value of S²: 2.011
Orbital gap (alpha / beta), eV: 8.06 / 8.38


(4)
Here is the ion C8H17IN with charge +1 in a non-equilibrium geometry from the OMol25 dataset. Energies are from ωB97M-V with the def2-TZVPD basis set.

Each line ends with the Löwdin charge.
Geometry (Å):
C 1.531 0.273 2.026  -0.04
C 1.620 0.080 0.721  -0.73
I 3.523 0.010 -0.179  1.00
N 0.410 -0.113 -0.276  -0.05
C -0.381 1.139 -0.472  -0.36
C 0.510 2.295 -1.076  -0.01
C -1.079 1.700 0.752  -0.04
C -0.603 -1.287 -0.119  -0.35
C -0.047 -2.569 0.455  -0.04
C -1.200 -1.625 -1.415  -0.05
H 2.278 0.646 2.732  0.08
H 0.567 0.391 2.683  0.13
H 1.069 -0.404 -1.087  0.13
H -1.109 0.796 -1.215  0.14
H 1.057 2.696 -0.339  0.03
H 1.116 1.855 -1.805  0.05
H -0.246 3.121 -1.499  0.16
H -0.335 2.186 1.315  0.06
H -1.718 1.028 1.277  0.07
H -1.707 2.594 0.408  0.13
H -1.376 -0.921 0.628  0.16
H 0.732 -3.148 -0.104  0.12
H 0.277 -2.303 1.385  0.04
H -0.894 -3.260 0.616  0.12
H -0.728 -1.038 -2.099  0.05
H -2.340 -1.543 -1.634  0.15
H -0.928 -2.598 -1.679  0.07

Atoms 1-3, force components in eV/Å:
-2.6 1.4 2.1
-0.7 -0.3 0.3
-0.6 0.0 -0.1

Values from the calculation:
E_LUMO, hartree: -0.125
Largest force on an atom, Eh/bohr: 0.111
2S+1: 1
Relative energy (zero: lowest compared OMol25 entry of this formula, charge and spin), kcal/mol: 21.2
Total energy, eV: -18153.1692
Charge: +1
Orbital gap, eV: 9.94


(5)
Here is a cluster of 12 separate species, F6H22O11P in total in a non-equilibrium geometry from the OMol25 dataset. Energies are from ωB97M-V with the def2-TZVPD basis set.

Each line ends with the Löwdin charge.
Geometry (Å):
P -0.280 0.124 0.014  0.30
F -1.497 0.404 1.071  -0.15
F 0.050 -1.411 0.405  -0.15
F -1.326 -0.482 -1.090  -0.16
F 0.884 -0.065 -1.117  -0.17
F -0.453 1.632 -0.565  -0.12
F 0.834 0.533 1.214  -0.17
O -1.807 -1.272 3.883  -0.03
H -2.692 -1.177 3.530  0.05
H -1.431 -0.394 3.828  0.03
O 3.711 0.414 1.659  -0.06
H 3.130 1.051 2.075  -0.02
H 4.592 0.709 1.887  0.05
O 2.519 2.840 2.345  -0.05
H 2.203 2.515 1.502  0.01
H 1.786 3.346 2.697  0.04
O -4.307 -0.715 -0.685  -0.06
H -3.394 -0.519 -0.895  -0.01
H -4.361 -1.670 -0.721  0.03
O -2.787 1.932 -2.236  -0.05
H -2.440 1.529 -1.440  -0.02
H -3.728 2.007 -2.076  0.03
O -1.032 -0.375 -4.050  -0.06
H -0.936 -0.422 -3.099  -0.01
H -0.435 0.324 -4.318  0.03
O 3.003 1.516 -0.904  -0.06
H 3.431 0.936 -0.275  -0.01
H 2.092 1.222 -0.921  -0.03
O -0.310 -3.354 2.387  -0.07
H 0.451 -2.941 1.979  0.01
H -0.795 -2.628 2.780  -0.02
O 1.849 -0.826 -3.976  -0.07
H 1.541 -1.508 -3.379  -0.03
H 1.658 -1.167 -4.849  0.03
O -0.950 2.484 2.630  -0.05
H -1.034 1.670 2.133  -0.04
H -1.060 2.220 3.543  0.02
O 1.273 -2.764 -2.002  -0.04
H 0.750 -3.518 -1.732  0.05
H 1.297 -2.199 -1.230  0.01

Atoms 1-3, force components in eV/Å:
1.9 -0.3 -0.7
0.5 -1.0 -0.6
-0.9 0.0 0.9

Values from the calculation:
E_LUMO, hartree: 0.092
Largest force on an atom, Eh/bohr: 0.040
2S+1: 1
Relative energy (zero: lowest compared OMol25 entry of this formula, charge and spin), kcal/mol: 25.2
Total energy, eV: -48483.1253
Charge: -1
Orbital gap, eV: 9.92


(6)
Here is the ion C3H8NOS with charge +1 in a non-equilibrium geometry from the OMol25 dataset. Energies are from ωB97M-V with the def2-TZVPD basis set.

Each line ends with the Löwdin charge.
Geometry (Å):
C -0.336 -0.234 -1.015  -0.22
C -1.036 -0.174 0.300  -0.04
C 2.737 -0.328 0.730  -0.37
N -2.057 0.939 0.394  0.21
O 0.255 0.695 -0.144  -0.47
S 2.217 0.966 -0.359  1.04
H 0.221 -1.190 -1.047  0.13
H -0.748 0.376 -1.924  0.17
H 3.090 -1.166 0.160  0.05
H 1.884 -0.665 1.332  0.08
H 3.421 0.095 1.357  0.01
H -2.977 0.609 0.027  0.20
H -1.652 1.662 -0.106  0.11
H -2.160 1.254 1.284  0.11

Atoms 1-3, force components in eV/Å:
-1.7 1.0 -1.2
0.4 -1.4 1.4
-1.9 -1.0 -1.4

Values from the calculation:
E_LUMO, hartree: -0.217
Largest force on an atom, Eh/bohr: 0.080
2S+1: 1
Relative energy (zero: lowest compared OMol25 entry of this formula, charge and spin), kcal/mol: 134.7
Total energy, eV: -17600.5923
Charge: +1
Orbital gap, eV: 7.41